Molecular formula: C6H36B2N3O16S
Method: DFT, the ωB97M-V functional and the def2-TZVPD basis

## Properties
multiplicity = 1
electronic energy = -56221.6763 eV
orbital gap = 8.85 eV
charge = +1
LUMO level = -0.1273 Ha

Each atom is followed by the atoms it is bonded to, with distances in Å.
Positions of all 64 atoms, in Å:
1 C -0.43 3.87 1.08  B2 1.557, H18 1.094, H19 1.085, H20 1.089
2 B 0.53 2.67 0.85  C1 1.557, O3 1.357, C4 1.613
3 O 1.85 2.89 0.60  B2 1.357, H21 0.975
4 C 0.16 1.10 0.95  B2 1.613, N5 1.314, N13 1.391
5 N 1.15 0.24 1.03  C4 1.314, N6 1.336
6 N 0.55 -0.95 1.08  N5 1.336, O7 1.353, C8 1.327
7 O 1.29 -2.09 1.12  N6 1.353, H22 0.973
8 C -0.77 -0.87 1.03  N6 1.327, O9 1.307, N13 1.329
9 O -1.58 -1.89 1.11  C8 1.307, B10 1.426
10 B -1.66 -2.81 0.02  O9 1.426, O11 1.335, O12 1.377
11 O -1.91 -4.09 0.33  B10 1.335, H23 0.974
12 O -1.57 -2.31 -1.26  B10 1.377, H24 0.964
13 N -1.05 0.43 0.95  C4 1.391, C8 1.329, C14 1.471
14 C -2.40 1.01 0.85  N13 1.471, C15 1.541, H25 1.082, H26 1.088
15 C -2.95 0.92 -0.58  C14 1.541, C16 1.541, H27 1.085, H28 1.088
16 C -3.10 2.31 -1.22  C15 1.541, S17 1.818, H29 1.087, H30 1.086
17 S -1.77 2.76 -2.38  C16 1.818, H31 1.338
18 H -0.56 4.06 2.15  C1 1.094
19 H -1.40 3.78 0.60  C1 1.085
20 H 0.04 4.76 0.67  C1 1.089
21 H 2.22 2.41 -0.16  O3 0.975
22 H 1.13 -2.52 1.99  O7 0.973
23 H -1.68 -4.68 -0.41  O11 0.974
24 H -0.69 -2.35 -1.66  O12 0.964
25 H -2.36 2.03 1.21  C14 1.082
26 H -3.04 0.45 1.54  C14 1.088
27 H -3.94 0.48 -0.56  C15 1.085
28 H -2.29 0.30 -1.19  C15 1.088
29 H -3.18 3.07 -0.44  C16 1.087
30 H -4.02 2.33 -1.80  C16 1.086
31 H -0.90 1.77 -2.10  S17 1.338
32 O -1.18 -4.58 3.39  H33 0.960, H34 0.964
33 H -0.86 -3.69 3.57  O32 0.960
34 H -1.47 -4.58 2.47  O32 0.964
35 O -5.38 -2.92 -1.04  H36 0.965, H37 0.963
36 H -5.63 -3.15 -0.14  O35 0.965
37 H -4.43 -2.79 -1.02  O35 0.963
38 O -4.05 1.56 -4.70  H39 0.961, H40 0.965
39 H -4.64 1.05 -4.14  O38 0.961
40 H -3.25 1.72 -4.18  O38 0.965
41 O -0.60 -6.62 -0.41  H42 0.963, H43 0.963
42 H 0.18 -7.11 -0.67  O41 0.963
43 H -0.97 -7.12 0.33  O41 0.963
44 O 4.76 -2.02 0.62  H45 0.962, H46 0.964
45 H 3.94 -1.80 1.07  O44 0.962
46 H 4.57 -2.84 0.15  O44 0.964
47 O 2.77 5.29 -1.18  H48 0.966, H49 0.962
48 H 3.66 4.93 -1.29  O47 0.966
49 H 2.32 4.57 -0.74  O47 0.962
50 O -5.70 -0.55 -0.05  H51 0.963, H52 0.970
51 H -6.60 -0.34 0.21  O50 0.963
52 H -5.78 -1.22 -0.74  O50 0.970
53 O 3.98 2.64 -1.47  H54 0.968, H55 0.963
54 H 4.81 2.42 -1.04  O53 0.968
55 H 4.14 2.45 -2.40  O53 0.963
56 O 6.98 2.20 -0.35  H57 0.963, H58 0.962
57 H 6.55 1.90 0.46  O56 0.963
58 H 7.88 2.39 -0.07  O56 0.962
59 O 4.98 -4.94 1.35  H60 0.963, H61 0.963
60 H 5.21 -4.38 2.10  O59 0.963
61 H 5.74 -4.85 0.76  O59 0.963
62 O 4.69 4.51 1.10  H63 0.966, H64 0.962
63 H 4.00 5.14 0.86  O62 0.966
64 H 4.20 3.72 1.36  O62 0.962

What are the Löwdin partial charges on each atom? They are as follows, in elementary charge units:
1 C 0.02
2 B -0.43
3 O 0.14
4 C -0.06
5 N 0.23
6 N -0.08
7 O 0.14
8 C -0.26
9 O 0.27
10 B -0.76
11 O 0.24
12 O 0.21
13 N 0.11
14 C -0.05
15 C -0.20
16 C -0.51
17 S 0.79
18 H 0.09
19 H 0.03
20 H 0.08
21 H 0.10
22 H 0.16
23 H 0.12
24 H 0.14
25 H 0.11
26 H 0.14
27 H 0.08
28 H 0.09
29 H 0.06
30 H 0.07
31 H -0.14
32 O -0.04
33 H 0.02
34 H 0.00
35 O -0.03
36 H 0.07
37 H 0.04
38 O -0.07
39 H 0.03
40 H -0.05
41 O -0.04
42 H 0.05
43 H 0.06
44 O -0.06
45 H 0.01
46 H 0.02
47 O -0.06
48 H 0.02
49 H -0.01
50 O -0.07
51 H 0.06
52 H 0.00
53 O -0.04
54 H 0.03
55 H 0.07
56 O -0.05
57 H 0.04
58 H 0.05
59 O -0.06
60 H 0.04
61 H 0.04
62 O -0.05
63 H 0.03
64 H 0.02